145
Properties=species:S:1:pos:R:3:mulliken_charge:R:1 method="wB97M-V/def2-TZVPD" total_charge=0 orbital_gap_ev=9.10 relative_energy_kcal_mol=0.0 lumo_ev=0.57 e_homo_ev=-8.5284 smiles=COC[C@H](C)N.COC[C@H](C)N.COC[C@H](C)N.COC[C@H](C)N.COC[C@H](C)N.COCCNCCOC.CC(C)O.CC(C)O.CC(C)O energy_ev=-67228.5519
C -5.6428 12.6720 12.6267 -1.162
C -5.4278 11.8718 11.3361 0.647
C -5.8971 10.4449 11.4588 -1.287
O -6.2263 12.5438 10.3611 -0.340
H -5.1250 12.3025 13.5154 0.394
H -6.7095 12.6161 12.8933 0.314
H -5.5969 13.7625 12.5594 0.137
H -4.3677 11.8813 11.0570 0.225
H -6.9387 10.3214 11.7477 0.326
H -5.2095 9.9072 12.1124 0.422
H -5.7739 9.9890 10.4713 0.191
H -5.9859 13.4775 10.3465 0.147
C -11.8192 17.4810 17.0756 -1.264
C -11.7325 16.0089 16.6116 0.467
C -10.5416 15.8092 15.7068 -0.876
O -11.6804 15.3277 17.8688 -0.552
H -11.0886 17.7065 17.8488 0.349
H -12.7922 17.7104 17.5196 0.332
H -11.7714 18.1813 16.2379 0.286
H -12.6711 15.7053 16.1425 0.223
H -10.7405 16.2172 14.7116 0.069
H -10.4365 14.7244 15.6085 0.353
H -9.6017 16.3024 15.9540 0.309
H -11.6327 14.3714 17.7591 0.288
C -11.9165 11.8107 5.7916 -1.415
C -11.2936 10.4372 5.6673 1.380
C -11.0302 9.7822 6.9764 -1.141
O -12.2343 9.6454 4.9217 -0.612
H -11.6572 12.3349 6.7131 0.230
H -12.9906 11.7662 5.6187 0.367
H -11.5100 12.4828 5.0293 0.345
H -10.3595 10.5597 5.1108 -0.316
H -11.0764 8.6954 6.9759 0.411
H -11.7470 10.0947 7.7547 0.403
H -10.1653 10.1733 7.5076 0.038
H -11.9397 8.7672 4.6746 0.333
C -11.0153 20.8158 12.1053 -0.816
O -11.9584 19.7735 12.2014 -0.321
C -13.1108 19.9459 11.3961 -0.621
C -12.9249 19.0424 10.1488 -0.691
N -13.9213 19.2724 9.1034 0.001
C -15.1775 18.5522 9.1958 -0.375
C -16.0071 18.7442 7.9359 -0.869
O -15.4935 18.2154 6.7341 -0.381
C -14.4878 18.9710 6.1003 -0.485
H -9.9986 20.4700 12.3106 0.221
H -11.2073 21.6019 12.8356 0.277
H -10.9308 21.0993 11.0521 0.422
H -13.0953 20.9942 11.0703 0.430
H -14.0601 19.7515 11.8933 0.270
H -12.9708 18.0394 10.5709 0.227
H -11.9941 19.2355 9.6162 0.356
H -14.1360 20.2488 8.9459 0.260
H -15.8506 19.0204 9.9371 0.244
H -15.0108 17.4956 9.3977 0.366
H -16.2753 19.8063 7.8230 0.418
H -17.0046 18.3161 8.0697 0.403
H -14.6625 19.0321 5.0229 0.258
H -13.5301 18.4365 6.1327 0.122
H -14.2982 19.9496 6.5369 0.284
C -5.2571 17.3176 11.3341 -1.257
C -4.5540 16.8659 10.0418 1.013
C -3.0341 16.8804 10.2693 -0.925
O -2.5735 18.1995 10.4369 -0.321
C -1.5420 18.6068 9.5633 -0.480
N -5.0417 15.5440 9.7201 -0.120
H -5.2837 16.5262 12.0823 0.183
H -6.2587 17.7243 11.1974 0.238
H -4.6779 18.1471 11.7525 0.447
H -4.6615 17.6568 9.2843 -0.381
H -2.4603 16.3394 9.5043 0.448
H -2.7696 16.3267 11.1832 0.310
H -1.9148 18.5798 8.5360 0.063
H -0.6034 18.0570 9.6518 0.315
H -1.3595 19.6547 9.7969 0.256
H -6.0243 15.6525 9.4173 -0.061
H -4.5951 15.1272 8.9056 0.256
C -9.0136 13.9489 8.4646 -1.717
C -8.9828 15.4117 8.8795 1.511
C -9.0879 15.5989 10.3739 -1.046
O -9.0130 16.9640 10.7120 -0.299
C -9.0125 17.2439 12.0643 -0.470
N -7.7025 15.9968 8.4008 -0.542
H -10.0245 13.5268 8.3641 0.421
H -8.5738 13.2754 9.2016 0.098
H -8.6701 13.8241 7.4367 0.393
H -9.7231 16.0020 8.3307 0.053
H -8.3375 14.9241 10.8146 0.241
H -10.0179 15.2354 10.8285 0.573
H -8.1205 16.8919 12.6023 0.383
H -9.7484 16.6272 12.6203 0.059
H -9.3185 18.2257 12.4198 0.027
H -7.6330 16.9486 8.7578 0.279
H -7.8292 16.0970 7.3958 -0.061
C -6.7968 15.9989 3.8142 -1.302
C -6.0829 17.3286 4.1053 0.378
C -4.8077 17.1360 4.9533 -0.550
O -4.2813 18.4220 5.2072 -0.328
C -3.4542 18.4380 6.3430 -0.424
N -5.7189 17.9161 2.8064 -0.714
H -7.5541 16.1661 3.0467 0.360
H -7.4072 15.6049 4.6306 0.036
H -6.0560 15.2990 3.4210 0.487
H -6.7988 17.9150 4.6857 0.258
H -4.1136 16.4977 4.3944 0.284
H -5.1129 16.5186 5.8095 0.269
H -3.1503 19.4752 6.4977 0.307
H -2.5593 17.8042 6.2965 0.313
H -4.0102 18.1140 7.2335 0.026
H -5.4424 18.8667 3.0484 0.344
H -4.8888 17.4523 2.4557 0.304
C -11.8048 15.4970 4.3283 -1.861
C -10.3627 16.0707 4.4324 0.775
C -10.3084 17.1674 3.3775 -1.003
O -11.2820 18.1742 3.6324 -0.160
C -11.1345 19.3180 2.8307 -0.790
N -10.1362 16.6195 5.7737 -0.289
H -12.5575 16.2725 4.4900 0.328
H -11.9636 14.7766 5.1325 0.450
H -12.0366 15.1196 3.3322 0.466
H -9.7049 15.2561 4.1260 0.052
H -10.4770 16.8581 2.3404 0.499
H -9.3292 17.6701 3.4241 0.273
H -11.8352 20.0483 3.2314 0.203
H -11.4094 19.1012 1.7899 0.321
H -10.1075 19.6991 2.8273 0.291
H -10.2345 17.6241 5.6468 0.249
H -10.9160 16.3479 6.3611 0.253
C -6.5238 11.2369 4.2755 -1.368
C -6.1425 9.9726 5.0235 0.881
C -7.3774 9.1773 5.4306 -1.042
O -8.0918 9.8364 6.4861 -0.041
C -7.6564 9.6763 7.8140 -0.847
N -5.3372 9.0452 4.1946 -0.692
H -7.1230 11.0791 3.3770 0.340
H -5.6750 11.8639 3.9961 0.451
H -7.1353 11.8197 4.9703 0.191
H -5.5507 10.1963 5.9156 0.189
H -7.0763 8.2373 5.9056 0.281
H -8.0475 9.0242 4.5863 0.314
H -8.0230 8.7600 8.2848 0.319
H -7.9924 10.5843 8.3090 0.112
H -6.5697 9.6406 7.9557 0.427
H -4.5196 8.7064 4.6835 0.239
H -4.9904 9.5454 3.3834 0.238